[1]
DFT (ωB97M-V/def2-TZVPD) results for a molecular structure, C29H48BClF10I2O13PSi.

The geometry in XYZ format:
```
106
C29H48BClF10I2O13PSi, DFT ωB97M-V/def2-TZVPD
C -2.634 2.399 6.139
C -1.150 2.726 5.990
C -0.450 1.846 4.934
C 0.000 2.566 3.648
C -0.835 2.141 2.433
O -2.228 2.246 2.720
C -3.099 3.354 2.526
C -2.659 4.693 3.093
O -0.604 0.783 2.310
P -0.450 0.105 0.716
Cl -0.695 -1.942 1.598
B 1.514 -0.044 1.090
O 1.974 -0.381 2.346
O 2.427 0.223 0.085
C 3.638 0.907 0.331
C -2.447 0.232 0.580
I -3.585 -0.724 2.117
C -3.245 0.811 -0.313
C -4.755 0.871 -0.305
I -2.525 1.765 -2.062
Si -0.111 -0.987 -1.315
C 1.182 -2.348 -1.096
C -1.680 -1.796 -1.981
C 0.575 0.150 -2.669
O -0.195 1.747 0.161
C -0.359 2.756 1.047
F -1.329 3.641 0.551
C 0.949 3.584 1.052
C 0.769 5.061 1.283
O 0.755 5.602 2.352
O 0.615 5.774 0.120
H -3.117 2.354 5.163
H -3.156 3.141 6.747
H -2.765 1.427 6.617
H -0.665 2.569 6.957
H -1.026 3.781 5.741
H 0.432 1.396 5.393
H -1.111 1.023 4.664
H -0.011 3.650 3.777
H 1.030 2.280 3.435
H -4.017 3.037 3.027
H -3.345 3.458 1.470
H -3.548 5.315 3.227
H -2.196 4.582 4.069
H -1.989 5.231 2.427
H 2.847 -0.790 2.310
H 4.483 0.305 -0.011
H 3.773 1.131 1.392
H 3.639 1.839 -0.235
H -5.117 1.261 0.646
H -5.170 -0.128 -0.457
H -5.125 1.507 -1.104
H 2.154 -2.024 -1.470
H 0.864 -3.207 -1.692
H 1.300 -2.682 -0.067
H -2.173 -1.175 -2.729
H -2.373 -2.063 -1.183
H -1.377 -2.722 -2.473
H 1.392 -0.363 -3.188
H 0.987 1.063 -2.237
H -0.195 0.393 -3.399
H 1.655 3.200 1.784
H 1.362 3.434 0.057
H 1.229 6.518 0.136
C -1.694 -7.873 -5.842
C -0.748 -7.114 -6.745
O -1.033 -5.697 -6.729
C -0.539 -5.025 -5.698
O 0.117 -5.458 -4.800
C -0.901 -3.525 -5.828
F -2.184 -3.366 -6.171
F -0.141 -2.966 -6.785
F -0.681 -2.899 -4.685
H -2.729 -7.675 -6.121
H -1.506 -8.943 -5.932
H -1.554 -7.585 -4.802
H -0.873 -7.402 -7.787
H 0.291 -7.269 -6.461
C -0.390 1.825 -5.868
C 0.715 2.646 -5.252
O 1.988 2.390 -5.909
C 2.203 3.026 -7.038
O 1.490 3.803 -7.604
C 3.610 2.665 -7.577
F 3.843 1.350 -7.518
F 4.549 3.288 -6.846
F 3.740 3.057 -8.843
H -0.141 0.764 -5.835
H -1.309 1.981 -5.303
H -0.569 2.107 -6.905
H 0.882 2.364 -4.216
H 0.506 3.714 -5.300
C 1.398 -2.457 4.681
C 1.830 -2.225 6.105
O 2.167 -3.470 6.785
C 3.369 -3.950 6.563
O 4.244 -3.491 5.888
C 3.563 -5.255 7.375
F 2.510 -6.071 7.270
F 3.729 -4.957 8.676
F 4.644 -5.910 6.960
H 0.560 -3.153 4.639
H 1.087 -1.518 4.227
H 2.210 -2.870 4.083
H 1.023 -1.807 6.702
H 2.688 -1.555 6.170
```

As for the spin multiplicity: 1. As for the total charge: -1. As for the HOMO-LUMO gap: 6.65 eV.

Atom charges from the Mulliken analysis, given in e for atoms 1 to 4: -1.143, -0.795, -0.647, -0.654


[2]
DFT (ωB97M-V/def2-TZVPD) results for a molecular structure, C29H48BrN3P2PdS in a non-equilibrium geometry.

The geometry in XYZ format:
```
85
C29H48BrN3P2PdS, DFT ωB97M-V/def2-TZVPD
N 1.763 -10.094 -3.049
C 2.910 -9.407 -3.022
C 2.944 -8.010 -2.865
C 1.735 -7.306 -2.656
C 0.537 -8.058 -2.710
C 0.605 -9.445 -2.916
C 1.724 -5.890 -2.323
Pd 0.439 0.721 -0.089
P -1.268 2.930 5.032
C 0.698 -5.317 -1.644
C 0.666 -3.932 -1.256
C -0.235 -3.515 -0.257
C -0.285 -2.174 0.129
C 0.554 -1.282 -0.532
C 1.491 -1.657 -1.478
C 1.545 -3.002 -1.850
Br 0.115 3.164 0.423
H 2.624 -5.331 -2.581
H -0.124 -5.948 -1.294
H 3.903 -7.491 -2.863
H -0.434 -7.583 -2.577
H 3.843 -9.972 -3.126
H -0.313 -10.042 -2.964
H -0.880 -4.257 0.212
H 2.252 -3.342 -2.608
H -0.950 -1.838 0.922
H 2.170 -0.932 -1.922
P -1.595 0.800 -1.155
C 0.333 2.024 5.067
C 0.751 1.690 6.507
H 1.078 2.680 4.594
H 0.214 1.114 4.461
H 1.819 1.448 6.549
H 0.577 2.539 7.179
H 0.201 0.830 6.903
C -2.505 1.605 4.701
C -3.881 1.995 5.253
H -2.134 0.696 5.196
H -2.541 1.429 3.615
H -4.524 1.114 5.348
H -3.794 2.452 6.247
H -4.392 2.708 4.596
C -1.272 3.874 3.459
C -0.789 5.316 3.648
H -2.307 3.868 3.080
H -0.639 3.335 2.730
H -1.000 5.904 2.748
H -1.298 5.796 4.492
H 0.291 5.363 3.830
C -2.077 2.413 -1.910
C -2.859 2.418 -3.223
H -1.138 2.972 -2.021
H -2.650 2.932 -1.129
H -2.239 2.110 -4.072
H -3.744 1.772 -3.188
H -3.206 3.439 -3.424
C -2.851 0.511 0.158
C -3.674 -0.777 0.087
H -3.508 1.392 0.120
H -2.297 0.565 1.108
H -4.443 -0.720 -0.693
H -3.056 -1.664 -0.094
H -4.188 -0.922 1.046
C -1.911 -0.422 -2.480
C -0.946 -0.371 -3.671
H -2.939 -0.223 -2.814
H -1.903 -1.414 -2.011
H -0.747 -1.390 -4.030
H -1.370 0.189 -4.514
H 0.021 0.082 -3.416
S 2.801 0.914 0.049
C 3.124 2.435 -0.670
N 2.960 2.664 -1.984
C 3.119 3.968 -2.632
C 4.012 4.864 -1.795
C 3.633 4.822 -0.328
N 3.599 3.426 0.105
H 2.564 1.899 -2.521
H 2.130 4.426 -2.782
H 3.569 3.810 -3.618
H 3.955 5.893 -2.157
H 5.053 4.538 -1.908
H 2.656 5.297 -0.158
H 4.379 5.341 0.283
H 3.553 3.243 1.102
```

As for the spin multiplicity: 5. As for the expectation value of S²: 6.08. As for the total charge: +4. As for the HOMO-LUMO gap (alpha / beta): 7.36 / 4.62 eV. The calculation puts the energy above the lowest of the compared OMol25 structures with the same formula, charge and spin at 0.00 kcal per mole.

Atom charges from the Mulliken analysis, given in e for atoms 1 to 4: 0.087, -0.368, -0.390, 0.683


[3]
DFT (ωB97M-V/def2-TZVPD) results for a molecular structure, C29H48BrO3P2PdSi in a non-equilibrium geometry.

The geometry in XYZ format:
```
85
C29H48BrO3P2PdSi, DFT ωB97M-V/def2-TZVPD
Pd 1.693 0.227 0.404
C 2.711 3.063 -1.686
P 3.101 2.004 -0.285
C 4.742 1.298 -0.284
C 3.047 3.229 1.194
C 3.793 4.466 1.243
C 3.581 5.384 2.276
C 2.731 5.052 3.368
C 2.006 3.837 3.364
C 2.185 3.029 2.266
P 1.201 1.477 2.279
C 1.572 0.477 3.757
C -0.608 1.863 2.422
H 3.417 3.800 -1.982
H 1.763 3.648 -1.541
H 2.592 2.431 -2.543
H 4.602 0.499 -0.991
H 4.812 0.712 0.698
H 5.541 1.985 -0.404
H 4.370 4.775 0.405
H 4.121 6.353 2.229
H 2.611 5.721 4.225
H 1.401 3.559 4.206
H 1.220 0.877 4.722
H 2.654 0.186 3.694
H 0.946 -0.464 3.543
H -1.143 1.559 1.543
H -0.914 2.875 2.620
H -1.020 1.374 3.298
O 4.192 -1.847 4.017
C 3.685 -3.048 3.539
C 3.998 -4.212 4.293
C 3.497 -5.432 3.869
C 2.613 -5.471 2.794
C 2.186 -4.293 2.173
C 2.773 -3.031 2.523
C 2.318 -1.858 1.792
O 3.112 -0.881 1.577
O 1.128 -1.811 1.327
H 4.980 -1.999 4.559
H 4.554 -4.117 5.231
H 3.707 -6.337 4.485
H 2.147 -6.355 2.368
H 1.464 -4.320 1.367
C -5.118 -0.080 -1.422
C -3.722 0.224 -0.820
C -3.612 1.748 -0.503
C -3.543 -0.429 0.504
Si -2.286 -0.249 -2.028
Br -0.549 1.066 -1.311
C -2.567 0.388 -3.778
C -1.412 0.511 -4.801
C -3.589 -0.602 -4.479
C -3.280 1.768 -3.823
C -1.825 -2.100 -1.877
C -0.787 -2.546 -2.872
C -1.349 -2.321 -0.400
C -3.123 -2.889 -2.118
H -5.808 0.414 -0.774
H -5.221 -1.214 -1.652
H -5.324 0.318 -2.409
H -4.529 2.064 0.044
H -3.446 2.413 -1.342
H -2.814 1.938 0.177
H -4.078 0.103 1.318
H -2.501 -0.337 0.806
H -3.893 -1.454 0.501
H -1.251 -0.412 -5.298
H -0.398 0.829 -4.356
H -1.723 1.258 -5.502
H -3.150 -1.641 -4.533
H -3.781 -0.267 -5.539
H -4.506 -0.710 -3.898
H -2.589 2.620 -3.540
H -4.236 1.916 -3.420
H -3.560 2.007 -4.849
H 0.135 -2.132 -2.590
H -1.018 -2.325 -3.930
H -0.769 -3.631 -2.740
H -0.576 -1.604 -0.060
H -0.848 -3.261 -0.270
H -2.161 -2.196 0.266
H -3.665 -2.531 -2.917
H -3.800 -3.012 -1.259
H -2.814 -3.928 -2.461
```

As for the spin multiplicity: 3. As for the expectation value of S²: 2.01. As for the total charge: +1. As for the HOMO-LUMO gap (alpha / beta): 8.33 / 7.08 eV. The calculation puts the energy above the lowest of the compared OMol25 structures with the same formula, charge and spin at 28.73 kcal per mole.

Atom charges from the Mulliken analysis, given in e for atoms 1 to 4: -0.164, -1.306, 1.212, -1.248


> What is the formula in the first record?

C29H48BClF10I2O13PSi


> The lowest total charge belongs to which entry?

C29H48BClF10I2O13PSi


> The lowest total charge belongs to which entry?

C29H48BClF10I2O13PSi